No. 1
3 unconnected molecules or ions with the total composition H6O3 in a non-equilibrium geometry, computed with ωB97M-V/def2-TZVPD.

**Multiplicity**: 1
**E_HOMO**: -11.60 eV
**SMILES string**: O.O.O
**Total energy**: -229.2872 hartree

The geometry in XYZ format:
```
9
Properties=species:S:1:pos:R:3:forces:R:3:mulliken_charge:R:1
O 3.0302 -0.9968 0.1280 1.34 4.84 0.06 -0.5989
O 0.6170 1.8364 0.1748 1.40 -1.59 -0.01 -0.6157
O -3.1500 -0.5677 -0.0064 1.81 1.18 -0.53 -0.6280
H -2.9699 -0.4161 0.9155 -0.03 0.00 0.48 0.3222
H 1.1221 1.0876 -0.2800 -1.61 2.01 0.64 0.2719
H 2.5478 -0.3626 -0.4492 0.64 -1.06 0.61 0.3173
H 0.0413 2.3117 -0.4233 0.08 -0.33 -0.58 0.3239
H -3.9162 -1.0815 -0.0711 -1.75 -1.16 0.04 0.3068
H 2.6775 -1.8110 0.0116 -1.87 -3.87 -0.71 0.3005
```
Positions in Å, forces in eV/Å.

No. 2
A molecular structure, H6O3Rb in a non-equilibrium geometry, computed with ωB97M-V/def2-TZVPD.

**Multiplicity**: 2
**E_HOMO (alpha / beta)**: -22.35 / -19.44 eV
**Net charge**: +2
**Expectation value of S²**: 0.7567
**Total energy**: -252.6263 hartree

The geometry in XYZ format:
```
10
Properties=species:S:1:pos:R:3:forces:R:3:mulliken_charge:R:1
Rb -0.4593 -0.2266 0.2798 -0.46 -0.16 -0.10 0.9470
O -2.9282 1.1138 -0.7642 1.05 -0.09 -0.04 -0.4438
O 1.8070 -0.3337 -1.5871 -0.27 -0.32 0.93 -0.4268
O 1.4747 -0.9691 2.0801 -0.28 0.00 -0.68 -0.4289
H 1.4468 -1.3644 2.9515 0.01 -0.59 0.80 0.3552
H -3.1860 1.2583 0.1462 -0.52 0.48 0.73 0.3952
H 1.9624 0.6076 -1.6644 0.55 0.97 -0.18 0.4106
H 1.9703 -0.1590 2.1999 0.71 0.57 0.22 0.3882
H 1.5995 -0.6166 -2.4777 -0.01 -0.55 -1.04 0.4090
H -3.6873 0.6896 -1.1642 -0.79 -0.31 -0.64 0.3945
```
Positions in Å, forces in eV/Å.

ΔE to the lowest compared entry with this formula, charge and spin
In order: 23.8; 6.5
Unit: kcal per mole